(1)
C23H32N4O3S in the gas phase, computed with the ωB97M-V functional and the def2-TZVPD basis.

Structure (XYZ):
```
63
Properties=species:S:1:pos:R:3:forces:R:3
S -0.0896 -0.2722 -2.0329 -7.18 -0.44 2.88
O 0.9199 0.2388 -1.1239 0.17 -0.31 -1.66
O -0.4135 -3.4364 3.3262 -1.46 -6.99 7.84
O -1.5117 0.2587 -1.8360 3.70 0.07 -0.86
N 2.5414 -1.3020 -3.3817 -12.85 5.25 4.90
N -0.5123 -2.1028 -1.6918 0.32 8.25 -5.38
N 0.3116 -1.4231 2.7607 -1.41 -2.04 4.80
N -0.3571 1.4498 3.0856 -1.48 -2.37 1.04
C -0.4424 0.5025 -6.0058 6.36 -3.62 3.37
C -2.2601 3.0979 2.9657 -1.91 -3.87 0.77
C -0.6736 0.2348 -4.5347 -8.77 6.30 -7.86
C 1.8459 -0.6772 -5.4717 -10.88 6.85 0.58
C 0.1262 -0.2450 -3.7800 12.01 -4.03 8.02
C 2.9080 -0.9159 -6.0260 16.98 -2.93 -4.19
C -1.3815 4.0867 3.4042 2.18 4.39 1.99
C -0.3654 3.4793 4.3474 6.10 3.56 -5.77
C 0.6461 2.5293 3.5762 -8.03 -2.77 3.98
C -0.7887 2.3516 0.9954 -5.60 1.61 -0.26
C -0.2495 -2.6674 2.5370 0.32 5.06 -9.00
C -1.6314 -2.0248 0.5091 0.34 0.44 -2.87
C -1.7530 -2.0905 -1.1108 5.56 -9.38 7.32
C 0.0084 -0.8118 4.0830 3.88 -0.60 3.73
C 3.6060 -1.5581 -3.7745 16.72 -3.78 -4.12
C -1.6222 2.0534 2.2205 6.65 -6.31 1.92
C 1.6315 -0.5316 -4.0890 -1.34 -4.34 -1.37
C 0.6285 -2.5313 -1.1707 -7.54 -11.19 4.99
C 0.7562 -2.6247 0.2625 2.47 1.59 1.97
C -0.6491 -3.0412 0.9868 5.14 14.93 3.37
C 0.8172 0.0797 -6.4804 -2.53 -1.00 1.56
C -0.9298 0.3350 4.2720 10.10 5.61 -0.17
C 4.2373 -1.3591 -5.0509 -13.45 3.17 0.36
H -2.4322 -1.5287 -1.3836 -6.18 5.14 -3.52
H 3.3503 -0.6500 -7.1366 -2.08 -0.98 2.71
H -0.0323 -1.4783 5.0219 -0.86 -0.25 -2.07
H -1.6334 0.7053 -4.1148 1.33 -1.20 -0.52
H 0.2678 -0.7146 2.1535 -0.15 2.95 -3.39
H -1.2261 -0.9976 0.6840 -0.78 -0.73 0.49
H 0.3402 4.2730 4.6680 -0.43 0.51 -0.12
H -0.2288 1.6000 0.5838 1.60 -1.77 -0.36
H -1.7384 0.0514 3.9381 -9.02 -1.90 -2.65
H -1.2277 0.8783 -6.4800 -2.79 1.69 -2.50
H 0.4117 -3.8053 -1.4862 1.09 2.18 0.62
H 1.1067 2.8723 2.7760 2.31 1.99 -3.41
H -0.5979 -3.9136 0.8300 -1.04 -12.40 -1.73
H -2.2202 1.0739 2.1071 0.50 1.79 -0.13
H -0.7969 0.8942 5.2350 -0.68 -1.19 -0.63
H 1.7428 -3.2645 0.4810 -2.48 1.05 -0.03
H -2.8670 2.5034 3.6823 0.42 1.04 0.46
H 1.1129 -1.5409 0.4272 -0.74 -1.41 1.04
H -0.3483 3.2985 1.1433 0.79 0.93 -0.49
H 4.5326 -1.9832 -3.0947 -2.70 0.47 -0.44
H -0.9473 4.8010 2.5867 -0.38 -1.76 1.24
H 1.0131 0.0335 -7.5831 0.18 0.28 1.26
H -1.8911 -3.2085 -1.2121 -1.38 0.72 -0.24
H 0.9851 -0.4224 4.4684 -0.18 0.26 -0.82
H -2.8872 3.2650 2.2240 -4.03 2.71 -3.01
H -0.6090 3.1648 5.2367 -2.31 -2.56 4.34
H -2.6003 -2.2500 0.8763 -1.06 0.42 0.70
H 1.3812 -2.3889 -1.6443 9.05 2.47 -5.81
H -1.7114 2.3984 0.3688 1.07 0.93 -1.20
H 1.2267 2.0964 4.3245 1.59 -0.93 0.78
H 5.0197 -1.6617 -5.5112 5.53 -1.83 -2.31
H -1.8485 4.8167 4.0589 -0.76 0.29 -0.12
```
Forces are in eV/Å.

- orbital gap (eV) = 6.26
- charge = 0
- electronic energy (eV) = -47287.1652

These are the Mulliken partial charges, in e, on atoms 1 to 2: atom 1 (S): 1.758, atom 2 (O): -0.661

***

(2)
A molecular structure, C23H24CsO2Te, computed with the ωB97M-V functional and the def2-TZVPD basis.

Structure (XYZ):
```
51
Properties=species:S:1:pos:R:3:forces:R:3
Cs -1.4546 0.6096 0.6857 -0.75 -0.54 -1.24
Te -2.0111 3.8795 -0.7430 -0.24 0.27 -0.26
O -0.0488 -0.1742 2.6914 0.46 -0.33 0.80
O -0.0769 2.4930 1.9128 0.32 0.57 0.25
C 0.6414 1.3208 6.4898 -0.03 0.07 -0.08
C -0.0252 -1.0642 -2.7753 -0.06 0.05 0.01
C -5.3096 3.2917 -0.8129 0.04 0.01 0.04
C -5.4596 5.1485 -4.1077 0.04 0.00 0.04
C 0.7960 -0.0420 6.1914 0.02 -0.10 0.03
C -0.6001 -2.1747 -2.1708 -0.05 0.08 0.06
C 1.7999 -1.1588 -1.2133 0.00 0.01 0.01
C 0.2805 2.1662 5.4650 0.00 -0.04 0.04
C -3.4951 4.3916 -2.2091 0.24 -0.11 0.28
C -4.8446 4.0585 -2.0188 -0.07 0.03 -0.08
C -4.1187 5.4588 -4.2951 0.02 -0.03 -0.01
C 0.5871 -0.5249 4.9279 0.03 0.02 0.07
C -0.2037 2.7329 3.1073 0.12 -0.41 0.25
C 1.2258 -2.2685 -0.6084 -0.01 0.00 0.03
C -5.7966 4.4433 -2.9631 -0.02 -0.03 -0.01
C 0.0712 1.7227 4.1479 0.00 0.32 -0.01
C -3.1404 5.0931 -3.3754 -0.03 0.03 -0.06
C 0.1969 0.3187 3.8348 -0.01 0.03 -0.11
C 0.0268 -2.7779 -1.0880 -0.03 0.03 0.04
C -0.6524 4.1236 3.5066 0.07 0.06 0.00
C 1.1755 -0.5567 -2.2974 -0.01 0.01 0.02
C -1.7144 5.4723 -3.6610 0.05 0.01 0.03
C -6.5048 5.5630 -5.1083 -0.06 -0.01 -0.06
H 0.1745 3.2236 5.6751 0.00 0.00 0.03
H -6.8373 4.1761 -2.7977 0.00 0.00 0.01
H 1.0851 -0.7333 6.9776 0.00 0.02 0.01
H -4.7136 2.3874 -0.6756 -0.02 -0.02 -0.04
H -0.4329 -3.6265 -0.5970 0.01 -0.02 -0.02
H -1.6140 5.8598 -4.6772 0.00 0.02 0.01
H 1.6069 0.3240 -2.7547 0.01 0.00 0.01
H 1.6984 -2.7181 0.2549 0.00 0.01 0.00
H -1.0953 4.5916 2.6289 0.00 0.01 0.01
H -1.3628 4.1079 4.3320 -0.03 0.00 -0.01
H -6.2504 5.2288 -6.1173 0.01 0.00 0.01
H -6.3637 3.0238 -0.9097 -0.01 0.01 0.03
H -5.1662 3.8739 0.1006 -0.01 0.01 -0.01
H -7.4772 5.1382 -4.8535 0.00 0.00 0.00
H 0.8088 1.6973 7.4900 0.00 0.00 0.01
H -3.8153 5.9995 -5.1882 -0.02 0.00 -0.01
H 2.7232 -0.7504 -0.8235 0.00 0.01 0.00
H 0.2132 4.7123 3.8208 -0.01 0.02 -0.01
H 0.7051 -1.5800 4.7103 -0.01 0.00 -0.03
H -6.6225 6.6490 -5.1506 0.03 0.01 0.03
H -1.5579 -2.5413 -2.5185 0.03 -0.06 -0.04
H -1.3615 6.2271 -2.9539 -0.02 0.00 0.00
H -0.5290 -0.5719 -3.5973 0.01 -0.01 -0.01
H -1.0476 4.6192 -3.5283 -0.03 -0.03 -0.03
```
Forces are in eV/Å.

- orbital gap (eV) = 5.19
- charge = -1
- electronic energy (eV) = -36179.0408

These are the Mulliken partial charges, in e, on atoms 1 to 2: atom 1 (Cs): 1.014, atom 2 (Te): -0.413

***

(3)
A molecular structure, C28H19BrF5IrN3O3PS, computed with the ωB97M-V functional and the def2-TZVPD basis.

Structure (XYZ):
```
62
Properties=species:S:1:pos:R:3:forces:R:3
Ir -1.2326 -0.7964 -0.0218 -0.93 -0.13 -0.33
Br -1.0332 2.7385 1.5344 -0.21 0.04 0.20
S -2.5093 2.1781 -3.4582 0.01 0.04 0.02
P 0.8841 -0.0995 -0.0951 0.52 0.19 0.15
F -3.0440 -2.1741 -2.2766 0.02 -0.07 -0.06
F -1.8082 -3.8500 -2.8306 0.02 0.01 -0.03
F -1.3296 -1.8689 -3.5447 -0.03 -0.04 0.02
F 0.4119 -2.3873 -1.8775 0.05 0.02 0.07
F -0.8777 -3.5309 -0.5492 -0.02 -0.05 0.08
O -1.8060 -2.4410 2.4068 -0.09 -0.10 -0.31
O -5.3195 -1.6398 0.0967 0.00 -0.02 0.00
O -3.0972 -1.8233 0.2678 0.20 0.25 -0.23
N -1.5867 0.2370 -1.6937 -0.42 -0.05 -0.01
N -0.9741 -1.4789 1.9033 0.36 0.10 0.03
N -2.8482 0.7765 0.8193 0.36 0.20 0.02
C 1.2772 1.1128 -1.3797 -0.08 0.04 0.01
C 2.4484 1.4567 1.6225 -0.07 -0.01 -0.02
C 1.5520 2.8948 -3.5026 -0.01 0.00 0.01
C 1.2633 3.3680 -2.2324 0.00 -0.02 -0.01
C -2.7366 2.0700 1.0844 -0.07 0.01 -0.02
C -3.7939 2.9632 1.0647 -0.02 -0.01 0.00
C 2.0397 -2.5496 0.5370 0.01 -0.01 -0.04
C 4.3013 -3.1829 0.0280 0.01 0.01 -0.01
C 1.2964 0.5063 3.9359 -0.04 0.00 -0.04
C 1.6907 1.5314 -3.7166 -0.01 -0.01 -0.01
C -4.0756 0.3158 0.5314 -0.01 -0.02 -0.10
C 4.4795 -1.9900 -0.6545 0.01 -0.01 0.01
C 3.0795 -3.4595 0.6264 -0.01 0.00 0.00
C -5.1966 1.1221 0.5044 0.03 -0.03 -0.03
C 3.4409 -1.0731 -0.7413 0.02 0.03 -0.01
C 1.5473 0.6423 -2.6646 -0.03 -0.03 -0.02
C -0.8137 -2.3693 -1.2625 0.04 -0.11 0.27
C 1.3746 0.5785 1.5253 0.14 -0.05 0.06
C -5.0511 2.4724 0.7632 0.00 0.03 0.00
C 2.2112 -1.3527 -0.1558 0.00 -0.01 -0.01
C -4.2186 -1.1674 0.2478 0.03 -0.04 0.20
C 2.3267 1.4246 4.0175 0.02 0.02 0.00
C 1.1191 2.4815 -1.1762 0.08 0.02 0.02
C 0.8044 0.0699 2.7030 -0.04 0.03 -0.03
C 2.9131 1.8947 2.8533 -0.01 0.00 0.02
C -0.2600 -0.9317 2.8121 -0.09 -0.21 0.15
C -1.9839 1.0560 -2.4286 0.04 -0.02 -0.03
C -1.7916 -2.5532 -2.4917 0.06 0.08 0.00
H 2.9301 -4.3920 1.1547 0.00 0.00 0.00
H -2.4435 -2.5823 1.6605 -0.02 0.04 0.14
H 1.1274 4.4279 -2.0630 0.01 0.00 0.00
H 2.6812 1.7545 4.9846 0.00 0.00 0.00
H 1.0852 -2.7904 0.9847 -0.03 -0.01 0.00
H 0.8613 2.8653 -0.1993 0.13 -0.04 -0.12
H -6.1439 0.6627 0.2644 0.00 0.00 0.00
H 1.6470 3.5861 -4.3294 0.00 0.00 0.00
H 1.6251 -0.4204 -2.8522 -0.01 -0.03 0.01
H -0.4747 -1.2798 3.8186 0.06 -0.04 0.00
H 3.7397 2.5913 2.8983 0.00 0.00 0.00
H 1.8914 1.1519 -4.7095 0.00 0.01 -0.01
H 0.8547 0.1132 4.8432 0.01 0.00 0.01
H -3.6214 4.0080 1.2726 0.00 0.00 0.01
H 2.9349 1.8043 0.7214 -0.02 0.02 -0.05
H 5.4287 -1.7686 -1.1251 0.00 0.00 0.00
H 5.1105 -3.8989 0.0902 0.00 0.00 0.00
H -5.9019 3.1395 0.7292 0.00 0.00 0.00
H 3.5950 -0.1439 -1.2749 0.01 -0.02 0.02
```
Forces are in eV/Å.

- orbital gap (eV) = 6.94
- charge = 0
- electronic energy (eV) = -146551.9056

These are the Mulliken partial charges, in e, on atoms 1 to 2: atom 1 (Ir): 2.116, atom 2 (Br): 0.013

***

(4)
A molecular structure, C24H28AlBr48O2S, computed with the ωB97M-V functional and the def2-TZVPD basis.

Structure (XYZ):
```
104
Properties=species:S:1:pos:R:3:forces:R:3
Br -6.2251 -6.8119 -0.6711 -0.15 0.01 0.28
Br 6.6425 6.8250 -0.2339 -0.11 -0.17 -0.01
Br 7.9470 0.3696 -3.4951 0.05 0.28 0.05
Br -3.4765 -9.4764 3.7050 0.22 0.00 -0.19
Br 0.9627 8.0532 -7.6247 -0.02 -0.11 0.19
Br -6.5215 -0.9256 6.1577 -0.25 0.11 0.05
Br 9.8349 2.5647 -2.1231 -0.16 -0.04 -0.12
Br -2.7023 -8.1744 0.8768 -0.01 -0.23 0.24
Br 7.8385 6.3994 3.3173 0.30 0.07 0.14
Br 0.7683 7.8999 -4.4308 -0.08 -0.16 -0.28
Br -8.8321 1.8968 -4.9787 -0.01 -0.30 -0.08
Br 4.7360 6.6788 -5.9128 -0.03 0.04 0.24
Br 10.1132 7.9799 1.7103 -0.07 -0.20 0.15
Br -7.3644 0.2732 0.7599 -0.06 -0.19 -0.17
Br 1.6928 -3.2770 1.4990 0.08 -0.52 0.07
Br -8.5989 0.1629 8.3379 0.04 -0.03 -0.21
Br -7.5806 -2.9012 0.4845 0.02 0.18 -0.10
Br 10.5515 4.9084 2.5045 -0.15 0.23 0.03
Br 3.6262 10.9699 -0.2161 -0.09 -0.21 0.08
Br -5.6928 3.8919 1.2834 0.04 -0.16 0.18
Br -10.5681 -0.7150 -5.6358 0.22 0.11 0.01
Br 0.0209 -5.9323 0.8069 0.22 0.12 0.05
Br 1.0725 5.2125 -6.1483 -0.12 0.27 0.00
Br -8.5780 -8.0787 1.0933 0.18 0.13 0.00
Br -9.6124 -0.6000 5.3958 0.20 0.07 0.15
Br -2.9107 7.5698 0.6433 0.07 -0.13 0.17
Br -7.5735 -0.4612 -6.7464 -0.20 0.08 0.21
Br -1.3091 5.0121 1.7186 -0.20 0.20 0.04
Br -6.4838 2.5921 4.0984 0.04 0.09 -0.13
Br -6.0193 -6.7791 2.5233 -0.18 -0.03 -0.21
Br -6.6776 -1.1363 -2.0354 0.02 -0.04 0.20
Br 2.9791 -5.5689 -0.3299 -0.10 0.07 0.10
Br 1.1507 8.9491 -0.0272 0.16 0.02 0.07
Br 3.9458 5.1648 0.2462 0.95 1.08 0.38
Br 3.3391 9.0204 2.3099 -0.06 0.05 -0.24
Br 3.5515 -7.6692 2.6959 0.28 -0.40 0.07
Br 7.1016 3.4542 -3.5369 0.13 -0.27 -0.06
Br 4.2177 -10.5347 1.4382 0.05 0.24 0.05
Br -4.0862 1.3472 2.3841 -0.09 0.21 0.00
Br -1.0477 -10.6789 1.9900 -0.14 0.15 0.05
Br 6.5250 -8.3289 1.7134 -0.25 -0.05 0.00
Br -3.6540 6.2947 3.4780 0.13 0.14 -0.04
Br 3.8619 4.9334 -3.3733 0.19 0.43 -0.26
Br 0.2539 -11.2899 5.7590 0.01 -0.23 -0.05
Br 4.1491 8.1150 -3.1120 0.14 -0.02 0.00
Br -1.4128 -13.9323 5.0639 0.22 0.12 0.00
Br 6.7651 3.6516 0.1858 -0.16 0.27 0.12
Br 1.5646 -13.5724 3.9383 -0.18 0.08 0.14
S -2.8394 -2.3209 -1.4303 3.01 1.51 3.09
Al -0.1801 -1.7541 -3.2094 0.38 -0.89 0.06
O -1.8731 -3.3252 -0.9514 -1.19 0.28 -1.60
O -3.2469 -1.5065 -0.2468 -1.22 -0.63 -1.77
C 1.7653 -5.1741 1.1247 -0.15 0.21 0.04
C -6.6655 -1.3021 -0.1088 0.23 0.07 0.19
C 2.4479 2.4237 -0.3906 -0.60 -1.54 -0.26
C 2.0939 0.7321 -2.2721 0.06 0.66 2.31
C -8.7959 -0.0090 -5.3157 0.09 -0.02 0.09
C -8.1452 0.0759 6.4586 0.08 -0.02 -0.08
C -5.0512 2.9533 2.8462 0.24 -0.17 -0.11
C -2.0744 -1.1545 -2.6306 -1.29 -0.07 -0.09
C 1.2143 -1.7202 -1.7121 0.20 1.25 0.68
C 1.6978 0.0898 0.1418 0.41 1.21 -1.02
C -2.0505 -9.0908 2.4494 0.05 0.12 -0.06
C 2.0733 1.4152 0.6062 -0.09 -0.44 -2.48
C -7.2021 -6.7211 0.9988 0.09 0.08 -0.04
C 8.5710 2.1979 -3.5432 0.01 0.02 -0.11
C 4.6383 -8.6469 1.4329 -0.02 0.03 -0.13
C 9.7369 6.5898 3.0009 0.07 -0.02 -0.04
C 1.6766 -0.2813 -1.2948 0.59 0.84 0.57
C 3.0040 9.2523 0.4192 0.09 -0.15 -0.06
C 2.4726 2.0707 -1.7997 -0.62 -1.51 1.23
C -2.2460 6.6331 2.1988 0.20 -0.06 -0.08
C 0.3713 7.0123 -6.1038 -0.08 -0.10 0.05
C 4.7898 6.5172 -3.9859 0.05 -0.18 0.01
C 5.8380 5.2869 0.6243 -0.07 -0.03 0.01
C 0.3412 -13.1836 5.3855 0.00 0.02 0.03
H 5.9395 5.4304 1.6934 -0.02 0.01 -0.18
H -2.1068 -0.1389 -2.1474 -0.18 -1.12 -0.10
H 2.0890 -2.3874 -1.9691 -0.79 0.75 0.18
H -4.3496 3.6121 3.3465 -0.15 -0.07 -0.06
H 2.7773 2.8457 -2.5314 -0.33 -0.76 0.52
H 1.4151 -0.6841 0.9055 0.23 0.93 -0.98
H -7.9571 1.0925 6.1302 -0.03 -0.15 0.07
H -3.9019 -3.0080 -1.9846 0.28 0.51 -0.02
H 2.7188 3.4671 -0.0640 -0.81 -2.23 -0.62
H -7.7029 -5.7595 1.0273 0.07 -0.15 -0.06
H 0.7352 -13.6657 6.2736 -0.06 0.07 -0.15
H 10.1858 6.8969 3.9393 -0.09 -0.05 -0.14
H 3.5820 8.4930 -0.1013 -0.05 0.08 0.09
H 2.1117 0.4838 -3.3593 -0.08 0.24 1.08
H -1.5262 7.2868 2.6802 -0.13 -0.08 -0.06
H -2.7564 -1.0894 -3.5266 0.62 -0.23 0.73
H -0.3380 -3.2932 -3.6756 -0.11 -0.10 -0.02
H 0.7103 -2.1480 -0.8132 0.43 0.12 -0.73
H -8.4222 -0.4864 -4.4125 -0.11 0.12 -0.18
H 2.0686 1.6642 1.6908 0.00 -0.24 -0.97
H -0.7083 6.9335 -6.1732 0.17 0.03 -0.01
H 0.2857 -0.9518 -4.5166 -0.07 0.46 -0.05
H 5.8325 6.4046 -3.7051 -0.15 0.03 -0.02
H 2.1635 -5.6537 2.0083 -0.03 0.11 -0.18
H 9.0998 2.3298 -4.4810 -0.06 -0.02 0.16
H 4.3940 -8.2677 0.4452 0.00 -0.01 0.16
H -5.6231 -1.3979 0.1935 -0.03 0.01 -0.16
H -1.3631 -8.4147 2.9481 -0.09 -0.09 -0.08
```
Forces are in eV/Å.

- orbital gap (eV) = 6.08
- charge = -1
- electronic energy (eV) = -3408902.8452

These are the Mulliken partial charges, in e, on atoms 1 to 2: atom 1 (Br): -0.007, atom 2 (Br): 0.013